46
Properties=species:S:1:pos:R:3:forces:R:3 method="wB97M-V/def2-TZVPD" e_above_lowest_kcal_mol=137.79 energy_ha=-1183.67159
C -0.21469 4.03543 -0.52730 0.6 0.3 -0.3
N -1.20159 3.00708 -0.21463 0.3 -1.8 -0.6
C -2.43714 3.39708 0.44999 -0.5 0.1 0.4
C -1.02253 1.77695 -0.62397 -0.3 0.7 -0.1
H -0.44073 4.92230 0.07165 0.2 -0.2 -0.2
H 0.79365 3.66176 -0.29942 -0.4 0.2 0.0
H -0.24609 4.29513 -1.59731 -0.1 -0.1 0.4
H -2.29053 4.38720 0.89328 -0.2 -0.4 0.0
H -3.27172 3.44290 -0.26743 0.4 0.0 0.1
H -2.69183 2.65922 1.22072 0.1 0.3 -0.1
H -1.79767 1.03052 -0.40401 0.4 0.4 -0.2
H -0.19870 1.55781 -1.30867 -0.2 -0.1 0.3
C -2.41498 -3.29104 -2.54034 -0.4 -0.4 -0.1
C -1.41017 -2.19278 -2.71378 0.0 -0.2 0.4
O -0.96819 -1.92256 -1.35918 0.1 0.2 -0.8
C -0.04019 -0.95818 -1.30556 0.4 0.5 0.2
C 0.39862 -0.55705 0.04231 -1.4 -0.5 -0.3
C -0.33794 -0.94949 1.25542 0.4 0.6 0.7
O -0.12606 -0.50318 2.38934 -0.2 -0.3 -1.0
O -1.32253 -1.85435 1.10779 0.0 -0.1 0.4
C -1.82394 -2.33671 2.37674 0.0 0.0 -0.3
C -2.92103 -3.29959 2.03679 -0.4 -0.4 -0.1
C 1.69434 0.01795 0.19415 2.0 1.2 0.2
C 2.19650 0.47742 1.46146 -0.1 -0.1 -0.3
C 3.50497 0.88655 1.63715 0.5 0.0 -0.6
C 4.38708 0.92321 0.53724 -1.4 -0.4 -0.2
N 5.73629 1.34254 0.70783 2.3 0.7 0.2
O 6.47708 1.40258 -0.30087 -1.2 -0.1 1.6
O 6.13447 1.64073 1.85643 -0.7 -0.5 -1.8
C 3.91404 0.57530 -0.74403 0.2 0.2 0.7
C 2.60713 0.15948 -0.90791 -0.3 -0.1 0.2
O 0.34440 -0.43315 -2.36038 -0.4 0.0 0.8
H -2.86640 -3.56462 -3.49552 0.0 0.0 0.0
H -1.94112 -4.18439 -2.12035 -0.1 0.2 0.0
H -3.21357 -2.97583 -1.85991 0.1 -0.1 -0.1
H -0.55382 -2.51099 -3.32746 -0.3 0.3 0.2
H -1.85836 -1.28576 -3.14118 0.2 -0.2 0.0
H -1.00501 -2.84080 2.90892 -0.2 0.3 0.0
H -2.18859 -1.49644 2.97708 0.2 -0.2 -0.1
H -3.38287 -3.68374 2.94681 0.0 0.0 0.0
H -3.70418 -2.81602 1.44510 0.1 0.0 0.0
H -2.53977 -4.15513 1.47201 0.0 0.1 0.0
H 1.52740 0.47252 2.31468 0.4 0.0 -0.3
H 3.87020 1.17896 2.61998 -0.1 0.0 -0.3
H 4.58942 0.63291 -1.59488 -0.2 0.0 0.2
H 2.25637 -0.07173 -1.90880 0.3 0.0 0.4